Molecular formula: C31H84CaNO32PS9
Method: DFT, ωB97M-V/def2-TZVPD

Calculated values
**Net charge**: 0
**HOMO**: -7.857 eV

Last column: Mulliken charge in e.
Positions of all 159 atoms, in Å:
Ca: -1.67263 1.46771 -0.07952  0.07
C: -0.20104 -2.86817 4.60330  -1.40
C: 0.10517 -3.64613 3.33126  0.91
C: -0.68889 -4.98894 3.14753  -1.09
O: -0.33795 -5.68574 1.93520  -0.30
C: -1.37715 -6.47148 1.30942  -0.57
N: -0.07348 -2.90602 1.95341  2.07
H: -0.80104 -2.20815 2.01455  -0.50
H: 0.61941 -2.30250 1.53417  -0.55
H: -0.29981 -3.61031 1.26576  0.04
H: 0.36575 -1.95554 4.78757  0.07
H: -0.14563 -3.53230 5.46585  0.55
H: -1.26768 -2.64597 4.57178  0.25
H: 1.12601 -4.02253 3.39694  0.15
H: -1.69982 -4.58697 3.08019  0.50
H: -0.65411 -5.59767 4.05105  0.40
H: -2.17889 -6.73629 1.99875  0.36
H: -1.04089 -7.40421 0.85659  0.28
H: -1.74037 -5.93000 0.43592  0.11
P: 0.10278 -0.30831 0.16690  -1.23
O: -0.65796 -0.13692 -1.16163  -0.56
O: -1.09966 -0.49421 1.17428  -0.65
O: 0.45313 1.17848 0.45306  1.69
O: 1.20001 -1.39596 0.20949  0.39
O: -2.19301 1.90072 -2.43001  -0.75
S: -2.09157 1.19369 -3.72927  1.06
O: -2.83050 -0.05616 -3.76665  -0.78
O: -2.68802 2.24507 -4.87273  -0.08
C: -3.13456 1.82869 -6.12733  -0.15
C: -3.61696 3.02116 -7.03416  -1.34
C: -0.32420 0.94239 -4.18806  -0.07
H: -4.04981 1.29588 -5.86939  0.28
H: -2.61988 1.12496 -6.78153  0.39
H: -4.42294 2.79753 -7.73307  0.36
H: -2.70463 3.36660 -7.52040  0.33
H: -4.00331 3.87055 -6.47080  0.33
H: 0.03010 -0.02533 -3.83293  -0.25
H: 0.24192 1.70490 -3.65311  -0.34
H: -0.45256 0.97262 -5.27006  0.71
O: -3.19828 1.51361 4.49853  -0.73
S: -2.02210 1.98007 3.68743  0.90
O: -2.06910 2.31721 2.26604  -0.13
O: -1.39283 3.29783 4.42952  -0.47
C: -0.26233 3.94490 3.86539  0.91
C: -0.12753 5.34119 4.51256  -1.53
C: -0.63077 0.71612 3.90352  -1.25
H: -0.51024 4.14368 2.82274  -0.24
H: 0.67913 3.39687 3.90315  0.08
H: -1.09953 5.83436 4.52186  0.36
H: 0.58664 5.97790 3.99038  0.35
H: 0.37731 5.28279 5.47683  0.39
H: 0.11518 0.61579 3.11511  -0.05
H: -1.13959 -0.22624 4.10637  0.54
H: 0.00835 1.05101 4.72051  0.73
O: -1.14007 -4.77080 -1.58958  -0.60
S: 0.10968 -4.80117 -2.27423  1.27
O: 1.05519 -5.90158 -1.90937  -0.71
O: -0.21917 -5.03113 -3.90818  -0.42
C: -1.25477 -4.26150 -4.53028  0.52
C: -1.41714 -4.51611 -5.92952  -1.53
C: 0.95153 -3.19369 -2.35639  0.36
H: -1.12580 -3.19571 -4.34169  -0.04
H: -2.21971 -4.36593 -4.03422  0.21
H: -2.30213 -4.03895 -6.35049  0.40
H: -1.64695 -5.57063 -6.08210  0.35
H: -0.56832 -4.18881 -6.52989  0.33
H: 1.40789 -3.07733 -1.37339  -0.61
H: 0.36008 -2.39661 -2.80690  -0.25
H: 1.82565 -3.24835 -3.00524  0.61
O: -5.37478 -1.46754 -1.42347  -0.71
S: -4.27922 -1.15851 -0.47098  1.30
O: -3.73254 0.15419 -0.32849  -0.41
O: -4.75516 -1.68948 1.03004  -0.57
C: -3.99503 -1.34408 2.21023  1.78
C: -4.83706 -1.87222 3.37460  -1.58
C: -2.84331 -2.35959 -0.91644  -0.32
H: -3.77785 -0.31465 2.49522  -0.25
H: -3.02972 -1.84471 2.13519  -0.55
H: -4.31060 -1.93077 4.32723  0.34
H: -5.21521 -2.82707 3.00940  0.45
H: -5.75125 -1.32023 3.59292  0.35
H: -2.11610 -2.09372 -0.14924  -0.22
H: -2.50086 -2.20683 -1.93990  0.17
H: -3.24979 -3.35208 -0.72187  0.67
O: -4.51561 5.00240 -1.37586  -0.69
S: -4.68970 3.74573 -0.74389  1.21
O: -3.49376 2.95577 -0.35824  -0.07
O: -5.71337 3.91284 0.62892  -0.51
C: -5.19560 3.81598 1.90633  -0.03
C: -4.21054 4.92393 2.29275  -0.81
C: -5.77194 2.67473 -1.82823  -0.88
H: -4.66225 2.86541 1.91509  -0.10
H: -6.03924 3.74895 2.59326  0.43
H: -4.81352 5.78543 2.57968  0.42
H: -3.59292 5.26679 1.46264  0.14
H: -3.59562 4.67095 3.15645  0.23
H: -5.71466 3.09033 -2.83426  0.31
H: -6.79846 2.90458 -1.54269  0.46
H: -5.44415 1.65154 -1.64457  0.04
O: -0.90572 3.62836 -0.83569  -0.15
S: -0.47548 4.97088 -0.32705  0.89
O: -1.40587 5.94035 0.19426  -0.65
O: 0.76657 4.80429 0.78167  -0.59
C: 1.78211 3.84081 0.51184  1.60
C: 3.25529 4.37967 0.43019  -1.48
C: 0.47542 5.77302 -1.68992  -0.85
H: 1.65201 3.13647 -0.30978  -0.41
H: 1.71960 3.02397 1.23085  -0.29
H: 3.45395 5.31297 0.95706  0.33
H: 3.43373 4.59998 -0.62228  0.40
H: 3.99300 3.60153 0.62614  0.27
H: 1.12344 6.54869 -1.28189  0.39
H: -0.16594 6.28784 -2.40526  0.40
H: 1.12419 5.07133 -2.21417  0.07
O: 5.62005 -4.60002 2.07822  -0.64
S: 4.49200 -3.63873 1.92835  0.94
O: 3.66299 -3.28017 3.10194  -0.44
O: 5.01308 -2.24653 1.26136  -0.33
C: 5.90526 -2.29968 0.15638  -0.84
C: 5.37188 -1.49687 -1.00744  -0.34
C: 3.27045 -4.17322 0.66645  -0.58
H: 6.04058 -3.32590 -0.18513  0.49
H: 6.84398 -1.89442 0.53412  0.32
H: 5.01988 -0.48239 -0.82027  0.27
H: 4.52213 -2.11578 -1.29550  -0.05
H: 6.02962 -1.48547 -1.87655  0.35
H: 2.89917 -5.18447 0.83259  0.53
H: 3.98167 -4.16470 -0.15950  0.45
H: 2.48210 -3.43282 0.53076  -0.44
O: 3.30307 2.74785 3.51126  -0.48
S: 3.91345 1.42609 3.49085  1.03
O: 5.32335 1.15913 3.79072  -0.69
O: 3.03588 0.42699 4.56073  -0.19
C: 3.68046 -0.74642 5.14687  0.33
C: 3.57677 -0.64237 6.64597  -1.46
C: 3.36585 0.42466 1.97162  0.50
H: 4.69667 -0.88600 4.77818  0.42
H: 3.11376 -1.61550 4.81269  -0.12
H: 4.03099 -1.41547 7.26571  0.39
H: 2.55995 -0.49064 7.00812  0.28
H: 4.15752 0.24630 6.89317  0.32
H: 2.28355 0.32637 1.88759  -0.59
H: 3.71918 -0.58980 2.15634  -0.53
H: 3.81202 0.79143 1.04722  0.43
O: 4.61524 2.38943 -2.93459  -0.73
S: 3.20490 2.00126 -3.19888  1.26
O: 2.15237 2.94467 -3.16888  -0.54
O: 3.08675 1.17024 -4.68191  -0.29
C: 4.06226 0.21625 -4.93618  0.29
C: 3.86351 -0.38647 -6.29038  -1.53
C: 2.78091 0.68059 -2.04897  0.88
H: 4.04237 -0.57457 -4.18631  0.02
H: 5.08842 0.58097 -4.89070  0.32
H: 2.85978 -0.79989 -6.38893  0.32
H: 4.43500 -1.30207 -6.44267  0.41
H: 3.96901 0.21372 -7.19411  0.35
H: 3.53353 -0.10275 -2.13874  -0.69
H: 1.99400 0.17748 -2.61090  -0.05
H: 2.47256 1.11750 -1.09918  -0.33

---

Molecular formula: C31H85F3NaO15S12
Method: DFT, ωB97M-V/def2-TZVPD

Calculated values
**Net charge**: -1
**HOMO**: -3.698 eV

Last column: Mulliken charge in e.
Positions of all 147 atoms, in Å:
Na: 23.67258 21.93720 -28.31721  0.74
C: 20.39796 19.20677 -30.19035  -0.88
C: 20.72956 20.61673 -30.53462  0.02
C: 19.58278 21.53321 -30.00982  -0.25
O: 21.99366 21.11774 -30.20575  -0.81
H: 21.25291 18.57755 -30.44821  0.44
H: 19.55585 18.78712 -30.74644  0.48
H: 20.15282 19.10257 -29.13029  -0.24
H: 20.74428 20.77231 -31.62104  0.16
H: 18.62585 21.01366 -29.88652  0.12
H: 19.39758 22.40366 -30.63756  0.54
H: 19.75763 21.86548 -28.98397  -0.50
C: 21.95362 21.82415 -24.85756  0.62
O: 20.63132 21.69920 -25.38429  0.41
O: 22.67964 22.31597 -25.95673  -0.11
C: 21.82807 22.62179 -23.50609  0.02
F: 21.03902 21.93518 -22.69293  -0.06
F: 23.02034 22.68824 -22.90597  -0.30
F: 21.30234 23.82700 -23.63576  -0.05
C: 20.29017 20.55483 -26.18321  0.40
C: 18.82767 20.54522 -26.54395  0.43
H: 18.53564 21.54953 -26.85432  -0.36
H: 18.62206 19.75940 -27.26933  0.29
H: 18.21513 20.28184 -25.67760  -0.79
H: 20.46444 19.58865 -25.69875  -0.04
H: 20.86135 20.47722 -27.11134  -0.06
H: 22.34689 20.82858 -24.62950  -0.99
C: 16.10409 22.37007 -29.73126  -0.74
S: 16.70440 24.10172 -29.64736  0.69
O: 15.91175 25.02629 -30.53379  -0.74
C: 16.42172 24.50277 -27.84429  -0.67
H: 15.01751 22.32495 -29.83198  0.42
H: 16.44506 21.71160 -28.93112  -0.13
H: 16.45721 21.81697 -30.60272  0.46
H: 17.02256 23.84986 -27.21362  -0.10
H: 15.35189 24.41762 -27.65805  0.48
H: 16.72169 25.53558 -27.67370  0.39
C: 20.48200 26.63391 -29.30251  -1.06
S: 20.14521 24.81745 -29.08068  0.73
O: 21.15220 24.02972 -29.87828  -0.59
C: 20.52360 24.62165 -27.30084  0.03
H: 21.31738 26.88983 -28.65305  0.22
H: 19.58714 27.25460 -29.26061  0.32
H: 20.73696 26.74233 -30.35750  0.37
H: 20.15898 23.67344 -26.90000  -0.55
H: 19.96028 25.28281 -26.63842  0.60
H: 21.60564 24.62843 -27.18047  -0.19
C: 20.66399 19.15720 -17.58185  -0.89
S: 21.81562 20.44296 -18.19279  0.36
O: 22.71101 19.76526 -19.21332  -0.52
C: 20.63100 21.28725 -19.34192  0.14
H: 20.48806 18.40612 -18.35067  0.22
H: 19.70627 19.60554 -17.30301  0.34
H: 20.85698 18.70264 -16.60947  0.38
H: 21.13889 22.09257 -19.87137  -0.02
H: 19.90199 21.79523 -18.71012  0.53
H: 20.35082 20.50571 -20.04438  -0.48
C: 18.26899 14.00981 -26.36839  -0.91
S: 17.61362 14.93758 -27.78800  0.46
O: 16.13417 15.09690 -27.53091  -0.63
C: 18.32223 16.56058 -27.35127  -0.16
H: 19.34642 13.86668 -26.43638  0.36
H: 17.70430 13.07715 -26.40413  0.39
H: 18.01135 14.42569 -25.39372  0.22
H: 19.26344 16.48055 -26.80363  0.15
H: 17.73515 17.20483 -26.69828  -0.22
H: 18.52992 17.02008 -28.31763  0.35
C: 26.00399 23.03403 -26.16568  -0.52
S: 26.76510 21.52148 -26.83121  0.37
O: 25.55252 20.72379 -27.38582  -0.37
C: 27.46422 22.31940 -28.36228  -1.07
H: 25.92698 22.95716 -25.08308  0.21
H: 25.02953 23.27862 -26.58551  -0.19
H: 26.68748 23.85084 -26.40524  0.59
H: 26.73181 22.91899 -28.90251  0.28
H: 27.90005 21.57092 -29.02116  0.37
H: 28.24353 23.01521 -28.04685  0.42
C: 23.18600 18.55007 -22.14245  -0.50
S: 24.91992 18.38116 -22.81858  0.32
O: 24.98136 17.00420 -23.43812  -0.62
C: 24.81134 19.57492 -24.18297  0.01
H: 23.07852 17.87161 -21.29578  0.54
H: 22.41878 18.31735 -22.88169  -0.20
H: 22.98787 19.52175 -21.68762  0.35
H: 23.94009 19.41706 -24.81863  -0.76
H: 25.58589 19.25487 -24.88350  0.35
H: 24.97323 20.60264 -23.86303  0.36
C: 17.91106 17.79994 -23.67000  -0.23
S: 19.52749 17.23080 -22.94506  0.17
O: 20.50666 17.46815 -24.06131  -0.43
C: 19.77531 18.54027 -21.70588  -0.75
H: 17.20281 17.96180 -22.85781  0.51
H: 17.51848 17.07277 -24.37780  0.29
H: 18.12995 18.72559 -24.20078  -0.48
H: 19.50825 19.52882 -22.08185  0.07
H: 20.81143 18.47614 -21.37635  0.08
H: 19.10249 18.39033 -20.85960  0.56
C: 23.07389 16.73058 -26.05407  -0.38
S: 24.32414 17.29229 -27.27718  0.49
O: 24.40984 16.28364 -28.38814  -0.72
C: 23.49233 18.75292 -27.93008  0.23
H: 22.24809 16.24895 -26.57898  0.39
H: 22.58403 17.57395 -25.56258  -0.30
H: 23.52780 16.14890 -25.25490  0.37
H: 23.55691 19.43173 -27.07854  -0.62
H: 22.47765 18.76645 -28.33042  0.07
H: 24.09846 19.05518 -28.78365  0.46
C: 23.16248 25.80737 -25.38711  -0.07
S: 24.42331 26.65520 -24.30694  0.35
O: 23.73307 27.68952 -23.43700  -0.63
C: 24.65693 25.13221 -23.35808  0.35
H: 22.36452 25.66127 -24.66083  -0.04
H: 23.57174 24.90049 -25.82679  -0.14
H: 22.87948 26.52882 -26.15234  0.42
H: 23.81354 24.99253 -22.68320  -0.36
H: 25.54594 25.27472 -22.74336  0.54
H: 24.76737 24.31366 -24.06469  -0.43
C: 14.28689 20.75473 -26.50931  -1.06
S: 15.57074 19.49330 -26.68574  0.99
O: 15.47054 18.85618 -25.31576  -0.74
C: 14.45194 18.45452 -27.68142  -1.17
H: 13.64990 20.31236 -25.74560  0.50
H: 13.79865 21.04634 -27.43728  0.38
H: 14.80533 21.64108 -26.14026  0.07
H: 14.16736 19.07654 -28.53150  0.38
H: 13.66538 18.11836 -27.00897  0.34
H: 14.93186 17.61006 -28.17737  0.32
C: 17.56772 25.60995 -23.47529  -0.54
S: 16.42709 24.19672 -23.70513  0.27
O: 15.63439 24.43790 -24.93411  -0.54
C: 17.62591 22.89505 -23.96691  0.35
H: 17.87945 25.85537 -24.49219  0.21
H: 18.43844 25.54061 -22.82350  -0.04
H: 17.04062 26.47070 -23.06268  0.44
H: 17.20771 22.05798 -24.52951  -0.23
H: 18.04613 22.43535 -23.07363  0.47
H: 18.39758 23.24012 -24.65884  -0.38
C: 20.55921 26.43668 -20.92337  -0.48
S: 21.11020 26.14681 -19.14942  0.39
O: 20.32241 24.99775 -18.55908  -0.57
C: 22.77246 25.57314 -19.74347  -0.50
H: 21.26013 27.12416 -21.39852  0.40
H: 19.59609 26.94708 -20.93545  0.41
H: 20.48566 25.50865 -21.48937  -0.23
H: 23.34449 26.41669 -20.12778  0.40
H: 22.64119 24.86376 -20.56142  -0.23
H: 23.26223 25.04041 -18.92950  0.41